Entry from the OMol25 dataset: the ion C5H10BrN2 with charge +1 in a non-equilibrium geometry (ωB97M-V/def2-TZVPD).

Each line ends with the natural charge from an NBO analysis.
Positions of all 18 atoms, in Å:
C 0.865272 0.437251 -2.557449  -0.390
N 0.209276 -0.038905 -1.301896  -0.377
C 0.822701 -0.715430 -0.395813  0.289
C -0.024803 -1.258485 0.634549  -0.340
N -1.244006 -0.480446 0.581893  -0.630
C -1.268663 0.617199 1.392608  -0.053
C -0.180018 1.058707 2.072870  -0.379
Br -0.140002 2.495280 3.294442  0.122
H 0.817127 1.478455 -2.646174  0.241
H 1.894748 0.076500 -2.312613  0.208
H 0.438898 -0.046134 -3.343937  0.229
H -0.755384 0.051562 -1.407868  0.446
H 1.889569 -0.870279 -0.466096  0.245
H -0.216347 -2.346281 0.541498  0.289
H 0.424685 -1.116235 1.654074  0.261
H -2.130591 -0.982590 0.594241  0.419
H -2.168643 1.013924 1.804460  0.241
H 0.766180 0.625907 1.861211  0.178

Force components x, y, z for each atom (eV/Å):
2.9 -1.1 4.1
3.2 0.0 -2.2
-0.9 0.7 -1.6
-1.1 -0.5 2.3
-1.7 -1.4 -0.2
1.8 1.4 3.2
-1.0 0.1 -1.1
-0.2 -0.4 -0.3
-0.1 1.5 0.0
-0.4 0.8 -1.4
-1.1 -1.4 -2.3
-2.1 -0.1 1.3
0.1 0.1 -0.1
0.2 0.5 -0.3
0.0 -0.5 -0.8
0.5 -0.1 0.0
-1.1 0.1 -0.7
0.9 0.2 0.2

Calculated values
LUMO = -4.864 eV
Relative energy (zero: lowest compared OMol25 entry of this formula, charge and spin) = 258.52 kJ/mol
Structure (SMILES) = C/[NH+]=C/CN/C=C/Br
Spin multiplicity = 1
HOMO energy = -12.0 eV
Total charge = +1
HOMO-LUMO gap = 7.14 eV

Entry from the OMol25 dataset: the ion C5H10BrN4O5 with charge +1 in a non-equilibrium geometry (ωB97M-V/def2-TZVPD).

Each line ends with the natural charge from an NBO analysis.
Positions of all 25 atoms, in Å:
C 2.393979 -1.053306 -3.477730  -0.253
O 1.994736 0.090502 -2.578712  -0.381
N 0.670055 -0.182414 -2.105656  -0.179
N 0.723220 -0.156397 -0.759435  0.016
O -0.034149 0.759731 -0.150165  -0.317
C -0.926726 0.161026 0.804331  0.887
O -0.732243 -1.041241 0.866281  -0.580
N -1.742145 0.925852 1.429800  -0.367
C -2.624657 0.355595 2.444401  -0.393
C -1.749224 2.370305 1.278724  -0.430
C 1.027963 -1.234250 -0.126600  0.351
Br 1.097292 -2.922539 -0.934142  0.324
N 1.707597 -1.234771 1.267530  0.499
O 1.665507 -0.195374 1.867228  -0.320
O 2.241452 -2.270612 1.561604  -0.271
H 1.538120 -1.586686 -3.715360  0.200
H 2.923841 -1.628839 -2.785514  0.180
H 3.114979 -0.751464 -4.224672  0.225
H 0.043536 0.586068 -2.494147  0.411
H -2.205140 -0.567614 2.783115  0.240
H -2.612119 1.096236 3.286906  0.225
H -3.570393 0.244672 2.031407  0.224
H -0.787740 2.680390 1.722071  0.228
H -1.687318 2.633723 0.182316  0.233
H -2.470424 2.921407 1.826419  0.249

Force components x, y, z for each atom (eV/Å):
1.0 1.9 2.1
-0.8 -0.4 -1.1
0.0 1.1 -2.9
-0.2 0.5 0.2
-0.3 2.6 0.8
1.7 -1.5 -1.5
-1.2 -1.2 1.2
-1.0 0.6 0.3
1.8 1.3 1.5
3.0 0.6 -1.8
0.1 -2.7 0.9
0.0 0.9 0.2
0.3 -0.2 -0.4
0.0 0.1 0.1
-0.3 0.7 0.1
-1.5 -0.7 -1.3
1.1 -1.4 0.7
-0.6 0.5 -0.4
0.9 -1.1 1.1
0.0 -0.6 0.2
-0.3 -0.8 -0.7
-1.9 -0.3 -0.5
-0.2 0.3 -0.3
-0.5 -0.1 1.3
-1.2 -0.2 0.2

Calculated values
LUMO (spin up / spin down) = -5.424 / -5.425 eV
Relative energy (zero: lowest compared OMol25 entry of this formula, charge and spin) = 0.00 kJ/mol
Structure (SMILES) = CON/[N+](OC(=O)N(C)C)=C(\Br)[N+](=O)[O-]
Spin multiplicity = 1
HOMO energy (spin up / spin down) = -13.8 / -13.8 eV
Total charge = +1
HOMO-LUMO gap (spin up / spin down) = 8.37 / 8.37 eV

Entry from the OMol25 dataset: the ion C5H10Cl2N3 with charge +1 in a non-equilibrium geometry (ωB97M-V/def2-TZVPD).

Each line ends with the natural charge from an NBO analysis.
Positions of all 20 atoms, in Å:
C -1.488272 1.607701 0.720019  -0.632
C -0.661352 0.835098 -0.352174  -0.065
C -1.402522 0.057130 -1.519142  -0.640
N 0.351479 0.011954 0.283318  -0.284
N 0.048085 -1.257672 0.742816  -0.320
C 1.065816 -2.006038 0.896109  0.327
N 2.181353 -1.394798 0.494833  -0.563
C 1.709275 -0.120301 -0.083667  0.265
Cl 2.627976 1.179062 0.906044  -0.050
Cl 2.088047 0.171314 -1.761635  0.078
H -2.416884 1.145541 1.092597  0.223
H -0.832538 1.936508 1.479536  0.233
H -1.835173 2.603991 0.235563  0.243
H -0.071943 1.726155 -0.771813  0.257
H -2.046795 -0.771744 -1.153270  0.215
H -0.548925 -0.377475 -2.131562  0.225
H -1.997169 0.740608 -2.193487  0.258
H -0.860706 -1.509545 1.228125  0.468
H 0.903915 -2.973725 1.444052  0.276
H 3.186332 -1.603767 0.443741  0.486

Force components x, y, z for each atom (eV/Å):
-1.5 1.1 -2.2
-0.6 1.9 -1.1
1.2 0.4 -0.2
0.5 -1.7 0.3
-3.6 -0.2 1.1
1.4 -2.3 1.4
-1.3 1.0 -1.4
1.8 2.0 1.6
0.0 -0.2 -0.6
0.2 -0.3 -0.4
0.6 -0.2 0.0
0.6 0.0 1.1
0.4 -1.7 0.6
-0.5 -1.7 0.1
0.4 0.6 -0.2
-1.3 0.4 0.5
0.6 -0.7 1.0
1.4 0.9 -1.1
0.8 1.0 -0.9
-0.9 -0.4 0.2

Calculated values
LUMO = -3.600 eV
Relative energy (zero: lowest compared OMol25 entry of this formula, charge and spin) = 0.00 kJ/mol
Structure (SMILES) = CC(C)N1[NH+]=CNC1(Cl)Cl
Spin multiplicity = 1
HOMO energy = -13.5 eV
Total charge = +1
HOMO-LUMO gap = 9.93 eV

Entry from the OMol25 dataset: an isolated molecule of C5H10Cl2Si in a non-equilibrium geometry (ωB97M-V/def2-TZVPD).

Each line ends with the natural charge from an NBO analysis.
Positions of all 18 atoms, in Å:
C -0.109114 -1.490817 -0.459825  -0.291
C 0.980565 1.675850 -1.981082  -0.772
C -1.309463 0.714283 -0.063909  -0.836
C -0.613524 -0.525890 0.494027  -0.335
C 0.493564 0.000252 1.461397  -0.614
Si -0.175477 2.192108 -0.687804  1.455
Cl 0.541028 3.142324 0.938022  -0.351
Cl -1.827653 3.363621 -1.301933  -0.398
H -0.436763 -1.736838 -1.486560  0.183
H 0.511178 -2.276267 -0.091295  0.166
H 1.673447 2.373350 -2.502304  0.215
H 1.303840 0.555062 -1.910165  0.231
H -1.974692 0.454502 -0.824115  0.235
H -2.079090 1.078452 0.623231  0.247
H -1.247274 -1.083212 1.074101  0.224
H 1.432795 0.514881 0.961178  0.202
H 1.029370 -0.768778 2.120074  0.217
H 0.114648 0.795080 2.141090  0.221

Force components x, y, z for each atom (eV/Å):
0.6 -1.1 -1.9
1.7 -1.2 0.1
1.1 0.6 0.6
2.2 2.6 -0.3
2.6 0.1 0.7
-3.4 -1.4 0.4
0.6 0.8 0.2
0.8 0.1 -0.3
-0.2 0.8 0.7
0.5 -0.4 0.5
-0.7 -0.7 0.2
-0.6 2.2 -0.4
-0.7 -0.6 -2.0
0.6 0.5 0.6
-2.1 -1.2 1.9
-2.0 -1.0 0.4
-1.1 0.6 -0.9
0.0 -0.7 -0.4

Calculated values
LUMO (spin up / spin down) = 0.064 / -1.469 eV
Relative energy (zero: lowest compared OMol25 entry of this formula, charge and spin) = 476.97 kJ/mol
Spin multiplicity = 1
HOMO energy (spin up / spin down) = -10.0 / -8.2 eV
Total charge = 0
HOMO-LUMO gap (spin up / spin down) = 10.10 / 6.73 eV

Entry from the OMol25 dataset: a structure of composition C5H10ClLu in a non-equilibrium geometry (ωB97M-V/def2-TZVPD).

Each line ends with the natural charge from an NBO analysis.
Positions of all 17 atoms, in Å:
C -1.376364 -0.584895 1.891916  -0.664
C -0.193580 -1.201078 0.996356  -0.005
C -0.206368 -0.478343 -0.343188  -0.525
C 1.167760 0.002314 -0.949503  -0.223
C 1.230381 1.605163 -0.986073  -0.621
Cl 2.659384 -0.705285 -0.226610  0.045
H -0.938083 0.351791 2.353971  0.275
H -1.699359 -1.285439 2.710125  0.276
H -2.284366 -0.313995 1.275041  0.163
H 0.719764 -1.007497 1.617657  0.270
H -0.756187 -1.170569 -1.145625  -0.122
H -0.874546 0.448172 -0.227152  0.273
H 1.170962 -0.310064 -2.045313  0.213
H 1.552025 1.926540 0.050325  0.251
H 0.225033 2.031754 -1.253867  0.199
H 1.987569 1.909002 -1.758727  0.269
Lu -2.384023 -1.217571 -1.959333  1.927

Force components x, y, z for each atom (eV/Å):
0.2 -1.5 -0.2
-1.8 6.2 -0.1
1.6 -0.2 3.6
-0.5 0.6 -2.3
0.4 -1.0 0.7
-1.2 0.3 -0.3
-0.5 -1.0 -0.4
0.3 0.8 -0.7
0.8 -0.2 0.6
-0.1 -1.6 -1.1
1.2 -1.2 -1.3
0.1 -1.1 -0.2
0.2 0.1 1.3
-0.4 0.0 -1.3
0.9 -0.3 0.3
-0.7 -0.2 0.9
-0.4 0.4 0.4

Calculated values
LUMO = -11.535 eV
Spin multiplicity = 1
HOMO energy = -15.3 eV
Total charge = +2
HOMO-LUMO gap = 3.72 eV

Entry from the OMol25 dataset: a cluster of 2 separate species, C5H10ClN in total in a non-equilibrium geometry (ωB97M-V/def2-TZVPD).

Each line ends with the natural charge from an NBO analysis.
Positions of all 17 atoms, in Å:
C 1.662620 -0.023116 0.648174  -0.427
C 1.325058 -1.187026 0.044347  -0.155
C 1.749799 -2.596388 0.330103  -0.648
C -2.035896 2.097840 -1.331722  -0.415
C -1.908016 0.374411 0.428629  0.036
N -1.650783 1.605044 -0.002205  -0.593
Cl -1.217801 0.141844 1.976742  -0.044
H 1.268808 1.028769 0.354999  0.205
H 2.271141 -0.199799 1.472836  0.188
H 2.053076 -3.129210 -0.522535  0.219
H 2.566678 -2.599049 1.123729  0.203
H 0.890369 -3.156839 0.734630  0.224
H -1.491593 1.676024 -2.132601  0.214
H -2.989640 1.722140 -1.571146  0.221
H -2.093687 3.256818 -1.225434  0.210
H 0.690233 -1.188518 -0.913621  0.183
H -1.090367 2.177053 0.585073  0.379

Force components x, y, z for each atom (eV/Å):
-1.7 -0.6 -2.3
-0.8 1.3 -2.4
0.3 1.0 3.1
-0.5 2.2 1.8
-0.5 0.9 -1.5
-0.3 -1.9 -0.1
0.0 0.1 0.8
0.9 -2.2 0.5
1.1 0.6 1.6
0.6 -0.5 -1.2
-0.9 -0.2 -1.0
0.2 0.2 0.0
1.6 0.2 -0.6
-1.6 -0.2 0.2
0.3 -2.1 -0.8
0.6 0.4 1.5
0.6 1.0 0.4

Calculated values
LUMO = 0.880 eV
Relative energy (zero: lowest compared OMol25 entry of this formula, charge and spin) = 320.05 kJ/mol
Spin multiplicity = 1
HOMO energy = -8.7 eV
Total charge = 0
HOMO-LUMO gap = 9.61 eV

Entry from the OMol25 dataset: a cluster of 2 separate species, C5H10ClN in total in a non-equilibrium geometry (ωB97M-V/def2-TZVPD).

Each line ends with the natural charge from an NBO analysis.
Positions of all 17 atoms, in Å:
C 0.891017 0.017833 -2.370252  -0.617
C 1.168153 -0.214715 -0.726732  -0.086
C 2.405320 -0.952689 -0.297150  -0.651
Cl 1.247369 1.533579 -0.065056  -0.163
H 0.864885 0.971805 -2.731421  0.218
H 1.601103 -0.692580 -2.781704  0.211
H -0.167522 -0.328382 -2.588903  0.216
H 0.458318 -0.656273 -0.189744  0.207
H 2.552325 -1.010225 0.822069  0.227
H 3.179552 -0.272186 -0.712728  0.216
H 2.418221 -1.972672 -0.626157  0.220
C -2.329578 2.610680 -0.639759  -0.711
C -1.874160 1.287290 -0.149828  0.323
N -1.457084 0.234430 0.046955  -0.371
H -3.350773 2.782625 -0.465039  0.247
H -2.142390 2.479117 -1.749867  0.254
H -1.735513 3.467564 -0.388339  0.259

Force components x, y, z for each atom (eV/Å):
-1.4 -4.6 3.7
1.9 3.1 -3.0
1.4 2.0 0.4
0.4 -0.7 0.0
0.9 2.6 -0.5
0.0 0.4 -0.8
1.2 -0.1 0.4
-3.8 -1.2 1.3
-0.5 0.4 -1.1
0.5 -1.3 0.3
0.1 -0.4 -0.7
1.6 -1.6 -2.1
0.0 0.6 0.0
-1.1 0.3 0.3
-1.3 0.1 0.3
-0.6 0.4 1.0
0.4 0.1 0.7

Calculated values
LUMO = 0.781 eV
Relative energy (zero: lowest compared OMol25 entry of this formula, charge and spin) = 154.10 kJ/mol
Structure (SMILES) = CC(C)Cl.CC#N
Spin multiplicity = 1
HOMO energy = -10.1 eV
Total charge = 0
HOMO-LUMO gap = 10.92 eV

Entry from the OMol25 dataset: the ion C5H10ClN2 with charge +1 in a non-equilibrium geometry (ωB97M-V/def2-TZVPD).

Each line ends with the natural charge from an NBO analysis.
Positions of all 18 atoms, in Å:
H -4.914087 1.350778 -0.066023  0.367
N -4.160565 0.696062 0.026881  -0.526
C -3.022540 1.192973 0.056327  0.054
C -1.910231 0.138994 -0.008893  -0.037
Cl -2.423801 -1.513518 -0.275576  0.099
C -0.599335 0.495682 0.077910  -0.103
N 0.340680 -0.636827 0.032163  -0.385
C 1.117334 -0.627560 -1.186275  -0.416
C 1.280234 -0.672510 1.214444  -0.435
H -2.880340 2.247232 -0.007930  0.205
H -0.279412 1.462527 0.518870  0.265
H -0.332424 -1.357935 -0.013819  0.445
H 1.441653 0.483821 -1.390932  0.235
H 1.908450 -1.259359 -1.081266  0.228
H 0.540267 -0.829653 -2.074498  0.251
H 1.971983 0.168040 0.949703  0.234
H 0.911667 -0.436804 2.295451  0.271
H 1.680095 -1.728954 1.154209  0.246

Force components x, y, z for each atom (eV/Å):
-0.4 0.6 0.2
-1.0 -1.0 -0.1
0.5 -1.9 -0.5
0.8 1.9 0.1
0.3 1.0 0.1
-1.8 -0.6 1.1
-0.4 2.6 1.3
-0.5 4.4 -1.9
0.5 -0.1 0.9
1.0 0.7 0.1
0.0 -0.7 -0.9
-0.5 -2.1 0.3
-0.1 -2.2 0.7
2.3 -1.7 0.0
-0.5 -0.5 0.1
0.0 -1.2 0.5
-0.2 -0.6 -2.3
0.2 1.5 0.4

Calculated values
LUMO = -3.793 eV
Relative energy (zero: lowest compared OMol25 entry of this formula, charge and spin) = 297.78 kJ/mol
Structure (SMILES) = [H]/N=C/C(Cl)=C/[NH+](C)C
Spin multiplicity = 1
HOMO energy = -14.1 eV
Total charge = +1
HOMO-LUMO gap = 10.27 eV

Entry from the OMol25 dataset: an isolated molecule of C5H10ClNO in a non-equilibrium geometry (ωB97M-V/def2-TZVPD).

Each line ends with the natural charge from an NBO analysis.
Positions of all 18 atoms, in Å:
C 0.181950 1.931758 2.032929  -0.634
C 0.440282 0.572244 1.509363  -0.071
N 1.558399 0.654957 0.520886  -0.579
C 0.831714 -0.434393 -0.307106  -0.115
C 1.152492 -0.201448 -1.838719  -0.056
O 0.297711 -1.018517 -2.613311  -0.714
C -0.374505 0.120357 0.249176  -0.203
Cl -1.870736 -0.912624 0.310571  -0.119
H 1.158386 2.355776 2.516974  0.237
H 0.003476 2.616252 1.158928  0.197
H -0.789175 1.946493 2.608997  0.233
H 0.459181 -0.273985 2.325900  0.221
H 1.380336 1.676924 0.031474  0.341
H 1.227910 -1.435990 0.077647  0.230
H 2.143940 -0.506026 -2.038880  0.191
H 0.916892 0.817975 -2.148850  0.156
H -0.614036 -0.990811 -2.094160  0.468
H -0.766464 0.940325 -0.331320  0.217

Force components x, y, z for each atom (eV/Å):
-0.2 1.7 0.6
-0.8 -0.8 -0.5
0.2 1.2 -0.8
4.4 0.8 -1.9
-2.2 -0.9 1.5
-3.1 -0.4 1.5
-2.5 -0.3 1.6
0.0 -0.3 0.3
-2.1 -0.8 -0.2
0.1 -0.5 0.7
1.4 0.3 0.0
0.5 1.6 -1.7
0.6 -3.4 1.2
-1.0 1.3 -0.6
1.2 0.0 -0.3
0.6 0.4 0.5
2.6 -0.3 -1.9
0.4 0.6 0.0

Calculated values
LUMO = 0.835 eV
Relative energy (zero: lowest compared OMol25 entry of this formula, charge and spin) = 266.03 kJ/mol
Structure (SMILES) = C[C@@H]1N[C@H](CO)[C@H]1Cl
Spin multiplicity = 1
HOMO energy = -9.5 eV
Total charge = 0
HOMO-LUMO gap = 10.33 eV

Entry from the OMol25 dataset: a structure of composition C5H10EuO3 in a non-equilibrium geometry (ωB97M-V/def2-TZVPD).

Each line ends with the Löwdin spin population.
Positions of all 19 atoms, in Å:
C 3.259532 1.007350 0.018287  -0.006
O 2.089125 1.776262 0.044760  -0.062
C 2.969031 -0.454545 -0.377376  -0.005
O 1.871220 -0.967901 0.327876  -0.067
C -1.801633 -2.085003 -0.075462  0.001
C -2.494508 -0.991445 0.221725  0.000
O -1.931871 0.273782 0.138119  -0.010
C -2.881635 1.347910 0.033072  -0.001
Eu 0.398880 0.589249 0.652832  6.154
H 3.746155 1.001106 1.019246  -0.002
H 4.004217 1.422213 -0.691972  0.000
H 3.883184 -1.057983 -0.204408  -0.002
H 2.773500 -0.481658 -1.473127  0.000
H -0.733893 -2.251803 0.062170  0.000
H -2.340960 -2.980529 -0.379260  0.000
H -3.490802 -0.995190 0.669830  0.000
H -2.312157 2.273805 -0.089142  0.000
H -3.518579 1.177024 -0.842810  0.000
H -3.488802 1.397361 0.945634  0.000

Force components x, y, z for each atom (eV/Å):
1.3 -0.6 0.0
-2.3 -0.9 0.7
1.0 0.3 -0.9
-2.2 1.5 0.6
-0.3 -0.4 0.4
-0.3 -0.7 -0.1
0.7 0.3 0.7
-0.5 0.2 0.0
3.4 -0.5 -0.7
-0.3 0.1 -0.4
-0.4 -0.1 0.3
-0.4 0.2 0.0
0.0 -0.1 0.5
0.2 0.6 -1.0
-0.1 0.0 1.0
-0.1 0.0 -1.0
-0.1 -0.1 0.0
0.2 0.1 0.2
0.1 0.0 -0.2

Calculated values
LUMO (spin up / spin down) = -6.302 / -4.729 eV
Expectation value of S² = 12.0621
Relative energy (zero: lowest compared OMol25 entry of this formula, charge and spin) = 58.17 kJ/mol
Spin multiplicity = 7
HOMO energy (spin up / spin down) = -12.8 / -12.8 eV
Total charge = +1
HOMO-LUMO gap (spin up / spin down) = 6.46 / 8.09 eV

Q: Which energy values were calculated for the entries above? A: -78361.0873 -91570.9669 -34853.9356 -38268.4598 -51462.8030 -19356.3724 -19358.0923 -20840.7725 -21404.7765 -30809.1923, in eV.